# 1
12
Properties=species:S:1:pos:R:3:forces:R:3:nbo_charge:R:1 method="wB97M-V/def2-TZVPD" gap_ev="7.2977 / 7.3036" spin_multiplicity=1 total_charge=0
P -2.994779 0.417348 0.854678 -1.4 -0.6 0.5 0.955
P -1.340352 -1.191388 -1.287226 1.8 1.5 1.0 0.789
F 2.345522 0.452759 1.258911 -0.4 1.0 1.2 -0.299
F 1.175131 -1.305953 0.784255 -0.4 -0.1 1.0 -0.327
F 1.345067 1.387532 -1.485288 -0.5 -1.5 1.0 -0.357
F -0.120781 1.297641 0.100422 -0.4 0.4 0.9 -0.357
F 2.670627 -0.573419 -0.522560 1.1 -0.6 -1.0 -0.320
N -2.354694 -0.542632 -0.175354 0.4 1.0 -0.1 -1.259
C 1.715062 -0.182331 0.304773 0.5 -0.9 -1.7 0.863
C 0.708045 0.510247 -0.590322 -1.5 0.5 -1.8 0.440
H -0.767158 -1.987486 -0.271768 0.2 -0.4 -0.4 -0.026
H -2.381695 1.717687 1.029475 0.8 -0.3 -0.7 -0.103

---

# 2
69
Properties=species:S:1:pos:R:3:forces:R:3:nbo_charge:R:1 method="wB97M-V/def2-TZVPD" gap_ev="4.0584 / 9.7721" spin_multiplicity=2 total_charge=-1
Cl 0.130735 0.699355 0.269080 0.4 2.0 -0.5 2.511
O -0.317095 -0.580055 -0.204920 0.5 -1.2 0.4 -0.889
O -1.208035 -0.869215 3.480840 -0.2 -0.6 0.4 -0.733
O 3.050135 2.739665 2.119640 -2.5 0.0 -0.9 -1.124
O 1.077235 1.254065 -0.714150 0.1 -0.8 0.9 -0.891
O 0.729375 0.639775 1.622020 -0.6 -0.5 -1.8 -0.852
O 2.618685 3.117095 -3.616780 -0.5 -0.9 -0.6 -0.735
O 1.898795 -3.107455 0.426450 0.9 -0.6 -0.2 -0.755
O -1.010895 1.573805 0.257000 -0.2 0.2 0.6 -0.865
O -1.995915 2.588695 -2.560060 -1.3 -1.0 0.5 -0.738
O -2.307945 -2.878905 -1.034800 -0.6 -1.3 -0.7 -0.768
O 0.610395 -1.105865 -3.327720 -0.3 0.1 -0.6 -0.753
O 4.223685 0.515715 1.901900 -0.6 -0.9 -1.4 -0.793
O -3.870035 4.362535 -1.426340 -1.1 1.3 -1.7 -0.745
O 1.697795 1.779275 6.277360 2.0 1.6 2.3 -0.738
C 1.947555 2.182385 -4.497750 0.5 0.4 -0.4 -0.264
C -2.694405 -5.174245 -1.916230 1.4 0.7 0.9 -0.624
C 1.031815 1.332985 5.187070 -2.0 -0.9 -0.6 -0.251
C 4.287085 0.126355 0.486670 1.6 0.8 0.1 -0.294
C -3.753215 3.996515 -0.129280 1.1 -1.0 2.3 -0.237
C -1.763875 -4.239825 -1.028420 -1.1 1.1 1.0 0.113
C -0.761375 -0.933995 -3.779400 1.4 -0.3 0.3 -0.261
C -1.652855 -4.732515 0.454230 -0.7 -0.7 -0.3 -0.640
C 1.675815 -3.019105 1.844090 -0.7 -0.1 -1.6 -0.255
C -2.472425 -0.590775 2.958960 -1.2 1.1 -1.1 -0.257
C -1.146785 3.638655 -2.759120 2.2 1.5 -0.6 -0.255
H -0.854095 -5.462475 0.585570 0.2 0.1 -0.1 0.203
H 1.983915 1.126345 -4.230250 0.2 0.1 0.6 0.186
H 4.464175 -0.232855 2.452720 -0.1 -0.1 0.1 0.492
H -2.555305 -5.254985 0.771570 -0.3 -0.1 -0.3 0.195
H 0.658135 -3.399135 1.933590 -0.2 0.6 0.8 0.177
H -1.970145 -5.941295 -2.190440 -0.5 -0.6 -0.1 0.203
H 1.680125 0.992135 4.379850 -0.1 -0.2 -0.2 0.150
H 5.355615 0.052685 0.284370 0.1 -0.2 -0.3 0.172
H 0.340665 0.572835 5.551190 -0.1 -0.6 -0.8 0.168
H -4.121295 3.002155 0.123430 -0.4 -0.2 -0.2 0.151
H 3.594555 3.424525 1.724450 1.5 2.0 -0.8 0.269
H 2.988305 2.836455 3.072750 0.0 0.5 2.1 0.399
H 0.901615 2.430615 -4.677970 -0.1 0.2 0.2 0.161
H 3.826095 -0.785895 0.108010 -0.5 0.0 0.9 0.193
H 0.370215 2.134255 4.857910 0.3 0.1 -0.4 0.178
H -0.743635 -4.269555 -1.410960 -0.1 0.3 -0.4 0.170
H -3.432285 3.744395 -2.016160 0.2 -0.5 0.2 0.494
H -1.524605 2.027575 -1.939890 -0.4 -0.5 0.5 0.498
H -4.205575 4.686085 0.583430 -0.4 0.3 -0.5 0.163
H -0.174245 3.231025 -3.035000 0.2 0.3 -0.7 0.164
H 2.457425 2.255715 -5.458350 0.0 0.1 0.0 0.170
H -0.978985 0.127445 -3.898100 -0.4 0.0 0.3 0.173
H 3.959315 0.978065 -0.109370 -0.4 -0.1 0.2 0.200
H 1.822895 -1.973535 2.114700 -0.2 -0.2 0.7 0.185
H 1.752345 -2.261055 -0.002210 -0.3 0.1 0.2 0.480
H -2.592195 0.470535 2.741330 0.2 0.4 0.1 0.164
H 0.748755 -0.503785 -2.592910 -0.1 0.1 0.3 0.479
H -3.346515 -0.809515 3.572330 0.6 -0.5 0.7 0.167
H -3.084735 -4.767575 -2.849160 0.3 0.5 0.2 0.220
H 2.456295 2.840595 -2.711910 -0.1 0.0 0.2 0.476
H -2.680325 -1.045325 1.990320 0.2 -0.5 -0.1 0.166
H 3.405565 1.873065 1.909220 0.8 -2.0 0.0 0.521
H -1.570305 -3.976495 1.235080 0.4 0.5 -0.5 0.226
H -0.605575 -0.717425 2.749000 0.4 0.2 0.0 0.488
H -0.815215 -1.370815 -4.776590 -0.1 -0.2 0.1 0.168
H -0.873135 4.251655 -1.900380 -0.6 0.0 0.6 0.169
H 1.948665 1.080225 6.885620 -0.1 -0.1 -0.3 0.462
H -2.715715 3.950195 0.201720 0.5 0.0 0.0 0.159
H -1.542605 4.329375 -3.503660 0.1 -0.2 -0.2 0.173
H -3.546585 -5.569835 -1.363600 0.2 -0.1 0.2 0.202
H -1.375835 -1.488845 -3.070400 -0.6 0.4 -0.3 0.193
H 2.301075 -3.738015 2.373540 0.4 0.3 -0.1 0.167
H -1.731105 -2.164475 -0.754720 0.7 -0.3 0.3 0.499

---

# 3
56
Properties=species:S:1:pos:R:3:forces:R:3:nbo_charge:R:1 method="wB97M-V/def2-TZVPD" e_above_lowest_kcal_mol=347.7 gap_ev="6.9218 / 5.3195" spin_multiplicity=3 total_charge=0
V -0.003502 0.080483 0.083301 -0.4 1.3 0.3 0.993
Cl -2.240017 -0.652871 -0.026876 -0.1 -0.1 -0.4 1.393
Cl 1.113654 0.882256 -3.985219 0.1 -0.1 0.1 0.004
F -2.883942 2.869038 -2.646900 0.0 0.0 0.0 -0.324
F -5.915068 -0.288998 -1.595592 0.0 0.0 0.0 -0.329
F -1.506841 3.010508 -0.405787 0.0 0.0 0.0 -0.345
F -4.793739 -2.063633 -0.038207 -0.1 0.0 0.0 -0.304
N 0.024769 0.183672 2.301534 0.2 0.0 0.2 -0.481
N -0.551931 1.325030 -1.552947 0.1 -0.1 0.0 -0.688
N 6.479946 -0.303957 -1.383884 0.0 0.0 0.0 -0.772
N 4.492123 -0.177455 -2.541348 -0.2 0.1 -0.3 -0.785
N -2.252920 -1.751226 1.092090 -0.1 0.0 0.2 -0.754
N 4.549714 -0.262227 -0.182856 0.0 0.0 -0.3 -0.629
N 2.107623 0.018527 -0.030994 0.2 -0.3 -0.3 -0.573
C -1.316000 -1.021055 -1.431492 0.7 -0.5 0.2 -0.365
C -4.092242 1.105398 -1.871361 0.0 0.1 0.0 -0.365
C -4.105946 -0.974724 -0.372501 -0.2 0.1 0.0 0.089
C -1.244806 -2.363368 -1.882295 -0.1 0.0 0.0 -0.232
C -2.983915 1.841018 -1.776603 0.2 0.0 -0.1 0.411
C 0.287491 -1.654128 -3.605346 0.0 0.0 0.1 -0.274
C -1.153278 0.523616 3.144829 0.0 0.0 0.0 -0.218
C -1.463666 1.996335 3.312995 0.0 0.0 0.0 -0.625
C -0.457687 -2.661105 -2.958284 0.0 0.0 0.0 -0.205
C 1.261083 0.833062 2.807225 0.0 -0.1 0.1 -0.214
C 5.135496 -0.239456 -1.369741 0.0 -0.1 0.3 0.657
C -1.768541 1.731607 -0.888078 -0.5 -0.2 0.1 0.406
C -2.053502 0.881719 0.329642 0.6 0.2 0.4 -0.769
C -0.982297 -2.178024 1.715130 0.1 0.0 -0.2 -0.274
C 0.212596 -0.359840 -3.157578 0.0 0.1 -0.2 -0.028
C 3.251622 -0.122048 -0.155953 -0.1 0.1 0.2 0.562
C -4.628471 -0.070511 -1.204595 -0.1 -0.2 0.0 0.251
C 0.175096 -1.282917 2.335360 -0.3 -0.2 -0.1 -0.251
C -0.589682 0.056234 -2.067520 -0.1 -0.2 0.0 0.060
C 1.536902 2.206965 2.208748 0.0 0.0 0.0 -0.603
H -2.014366 0.035443 2.697765 0.0 0.0 0.0 0.247
H -1.371255 -2.771991 2.541025 0.0 -0.1 0.0 0.235
H 3.493360 -0.016909 -2.578358 0.0 0.0 0.1 0.434
H -0.975717 0.067973 4.131107 0.0 0.0 0.0 0.169
H -2.436967 2.077112 3.798859 0.0 0.0 0.0 0.225
H 1.105171 -1.518455 1.810226 0.0 -0.1 0.0 0.211
H -0.404189 -3.678801 -3.321264 0.0 0.0 0.0 0.221
H -1.533631 2.492656 2.346784 0.0 0.0 0.0 0.246
H -0.740570 2.508194 3.947372 0.0 0.0 0.0 0.192
H 1.219954 0.881878 3.902900 0.0 0.0 0.0 0.193
H -1.824397 -3.121553 -1.369891 0.0 0.0 0.0 0.244
H 1.411581 2.202018 1.123888 0.0 0.0 0.0 0.212
H 6.932582 -0.478515 -0.503661 0.0 0.0 0.0 0.422
H 2.571773 2.483786 2.418658 0.0 0.0 0.0 0.216
H -4.770160 1.444843 -2.647702 0.0 0.0 0.0 0.251
H 6.975900 -0.529809 -2.226661 0.0 0.0 0.0 0.402
H -0.477160 -2.882138 1.043176 0.0 0.0 0.0 0.194
H 4.995256 0.032657 -3.386165 0.0 0.0 0.0 0.408
H 0.905115 -1.886580 -4.460805 0.0 0.0 0.0 0.226
H 0.310574 -1.619822 3.370810 0.0 0.0 0.0 0.206
H 0.893006 2.983819 2.606409 -0.1 0.0 0.0 0.224
H 2.094026 0.176275 2.556606 0.0 0.0 0.0 0.199

---

# 4
13
Properties=species:S:1:pos:R:3:forces:R:3:nbo_charge:R:1 method="wB97M-V/def2-TZVPD" e_above_lowest_kcal_mol=63.5 gap_ev="7.1270 / 4.4080" spin_multiplicity=2 total_charge=+1
N -2.364298 -1.604152 -2.880538 1.4 0.2 0.5 -0.127
C -2.486197 -0.435005 -2.481713 -0.9 -0.1 -0.4 0.067
C 1.510385 1.117902 2.046852 -0.3 1.7 -0.5 -0.618
C 1.331708 -0.197417 1.326809 0.9 -0.3 -0.2 -0.604
H -3.236868 -0.159743 -1.733891 0.0 0.1 0.0 0.298
H 0.440363 -0.261536 0.704540 -0.2 0.2 0.1 0.172
H 2.190889 -0.333856 0.658782 -0.2 -0.1 0.0 0.207
H 0.747748 1.374289 2.782013 0.1 -0.4 0.2 0.210
H 1.432301 1.954584 1.334538 -0.2 -0.3 -0.2 0.198
H -1.935343 0.320650 -3.061147 0.2 0.3 0.2 0.300
H 2.499662 1.344097 2.452374 -0.1 -0.8 0.3 0.223
H 1.333968 -1.063536 1.978494 -0.1 -0.1 0.3 0.213
H -1.464322 -2.056277 -3.127119 -0.7 -0.5 -0.4 0.461

---

# 5
15
Properties=species:S:1:pos:R:3:forces:R:3:nbo_charge:R:1 method="wB97M-V/def2-TZVPD" e_above_lowest_kcal_mol=180.9 smiles="CO[C@@H]1ON=C[C@H]1O" gap_ev=9.8654 spin_multiplicity=1 total_charge=0
O 0.612683 -0.787205 0.746553 1.7 -3.0 -0.9 -0.438
O -1.308648 -0.819526 -2.095745 -2.8 -3.0 3.3 -0.696
O 0.017009 1.184775 0.480117 1.6 7.7 2.2 -0.553
N 1.453055 -1.391079 -0.296699 -2.4 -0.2 -1.8 -0.080
C 0.799441 -1.215009 -1.440609 4.8 -1.9 1.1 -0.008
C -0.433748 0.055004 0.167940 -0.2 -6.6 1.3 0.352
C -0.235548 -0.290999 -1.283567 -3.1 3.5 -3.0 -0.034
C 0.255620 1.541354 1.999805 -1.5 -2.3 -0.8 -0.311
H 1.036832 -1.615179 -2.565388 0.0 0.9 3.4 0.245
H -1.789494 -1.695979 -1.485470 2.3 4.0 -2.8 0.463
H -1.384900 -0.381152 0.677685 0.9 1.1 -0.9 0.146
H -0.889607 1.929691 2.130846 3.3 -0.7 0.9 0.221
H 0.117391 0.739748 -1.726405 -1.0 -1.8 0.2 0.220
H 0.602075 0.464321 2.589760 -1.4 3.4 -1.7 0.243
H 1.147839 2.281236 2.101178 -2.1 -1.2 -0.6 0.228

---

# 6
36
Properties=species:S:1:pos:R:3:forces:R:3:nbo_charge:R:1 method="wB97M-V/def2-TZVPD" gap_ev=7.5112 spin_multiplicity=1 total_charge=-1
O 0.131598 -1.604542 -2.758618 0.1 0.0 0.1 -0.709
O -2.700418 1.983843 -2.280942 0.1 -0.1 0.0 -0.497
O 1.966079 2.708845 -2.488410 0.0 0.0 0.0 -0.495
O 2.020412 1.804610 -0.525928 -0.2 -0.2 0.3 -0.618
O 3.835424 1.995481 -1.682954 0.1 -0.1 0.1 -0.557
O -0.757874 -1.055486 0.762173 0.4 -0.2 0.6 -0.564
O -1.012577 1.074301 -1.291652 0.3 0.1 -0.1 -0.593
O 1.920243 -1.058623 -0.456257 -0.5 -0.5 -0.4 -0.746
O -3.015320 0.388566 -0.855891 0.0 0.1 -0.1 -0.580
N 2.605294 2.177312 -1.577871 0.2 0.1 -0.2 0.711
N -0.006922 1.358187 1.715153 -0.5 1.0 0.7 -0.849
N -2.247069 1.156822 -1.488081 -0.3 -0.2 0.2 0.723
C -1.453351 1.045528 3.759915 -0.2 -0.3 -0.2 -0.623
C 2.368238 -1.177520 -1.822141 0.7 0.5 0.9 -0.104
C 1.299281 -0.781277 -2.795700 -0.2 -0.4 -0.4 -0.107
C -1.556274 -0.463492 1.756211 -0.4 0.3 0.0 -0.082
C -0.666046 0.393788 2.626977 0.6 0.3 0.0 -0.071
C -1.332535 -2.184301 0.155543 -0.1 -0.4 -0.1 -0.242
Li 0.453597 0.410657 -0.064034 -0.1 0.4 -0.5 0.853
H -0.529255 -2.744273 -0.320284 0.0 0.2 -0.2 0.190
H -0.767543 1.510494 4.466497 -0.1 0.1 0.1 0.207
H -0.675058 2.131034 1.637763 0.0 -0.3 -0.8 0.365
H 2.745815 -2.196027 -1.984359 -0.2 0.0 -0.2 0.144
H 0.378780 -2.490089 -3.040372 0.0 0.0 0.0 0.448
H 3.206608 -0.478825 -1.944140 0.0 -0.1 -0.2 0.211
H 0.959945 0.245131 -2.650428 0.0 0.0 0.1 0.243
H -2.071041 0.296371 4.263514 0.2 0.0 0.2 0.207
H -2.090078 -1.896613 -0.574812 0.0 0.0 0.0 0.215
H 0.142982 -0.208738 3.055727 -0.2 -0.2 0.0 0.181
H 1.767246 -0.859145 -3.787229 -0.1 0.3 0.0 0.162
H 2.660900 -1.247087 0.123211 0.1 0.2 0.0 0.477
H -2.087963 -1.215188 2.354981 0.2 -0.1 0.0 0.159
H 0.773454 1.866903 2.131150 0.2 -0.6 0.1 0.372
H -2.159737 1.788939 3.380126 0.2 0.1 -0.1 0.208
H -1.780357 -2.838887 0.917243 0.0 0.1 0.0 0.142
H -2.326480 0.163308 1.283904 0.1 0.0 0.0 0.220

---

# 7
9
Properties=species:S:1:pos:R:3:forces:R:3:nbo_charge:R:1 method="wB97M-V/def2-TZVPD" e_above_lowest_kcal_mol=110.8 gap_ev=8.1820 spin_multiplicity=1 total_charge=+1
S -2.416650 -0.518454 -0.128455 0.7 0.8 0.0 0.682
N 0.065404 0.984524 -0.301579 1.9 1.0 -1.0 -0.696
C -0.783719 -0.868118 0.163680 -1.1 -1.7 0.6 -0.368
C -1.079949 1.506001 0.113160 -2.9 -0.8 0.6 0.258
C -2.281403 1.172139 0.226738 1.5 0.5 -0.2 -0.255
H 0.369007 1.247767 -1.247851 0.0 0.0 0.1 0.450
H 0.859339 1.007467 0.343436 -0.2 -0.1 -0.1 0.437
H -0.457689 -1.825473 -0.234431 0.2 0.0 -0.2 0.258
H -0.351543 -0.636208 1.122326 0.0 0.2 0.1 0.233

---

# 8
31
Properties=species:S:1:pos:R:3:forces:R:3:nbo_charge:R:1 method="wB97M-V/def2-TZVPD" e_above_lowest_kcal_mol=20.1 gap_ev="11.7679 / 10.1719" spin_multiplicity=5 total_charge=+2
Fe 0.114792 -0.111156 -0.097088 -0.7 0.8 0.1 1.600
O -0.316089 0.680119 -2.024437 -0.4 -0.2 0.2 -0.790
O 2.113625 0.479252 -0.197048 1.0 -0.2 0.0 -0.797
O 0.886775 -1.944300 -0.404941 1.2 -0.3 -0.7 -0.792
O -0.512075 1.834235 0.699377 0.0 0.3 1.4 -0.789
O 0.210318 -0.611228 1.963848 -0.9 0.8 0.4 -0.792
O -2.074964 -0.537844 -0.158485 0.3 0.2 -1.1 -0.785
C -0.475487 1.738309 2.178868 -0.7 -0.7 -1.2 -0.111
C -1.614778 0.289810 -2.512656 -0.6 -0.6 -0.1 -0.104
C -2.607032 0.030813 -1.385607 -1.3 0.8 0.1 -0.114
C 2.345594 -1.903309 -0.303295 0.7 0.2 0.5 -0.106
C -0.732843 0.323626 2.593368 1.0 -0.5 1.6 -0.120
C 2.921691 -0.594248 -0.816438 -2.0 0.3 -0.5 -0.098
H 2.672658 -0.474277 -1.872729 0.5 -0.1 -0.1 0.210
H 0.668531 -2.883646 -0.462278 -0.6 0.2 0.0 0.542
H 2.580010 -1.950022 0.765583 0.1 -0.5 -0.2 0.194
H -2.865528 -0.789196 0.334041 0.4 -0.2 0.4 0.527
H -2.046926 1.099534 -3.098329 0.1 0.0 -0.1 0.227
H 2.755284 -2.732397 -0.878966 0.1 -0.1 0.3 0.236
H 0.073047 1.303712 -2.649675 0.2 -0.1 0.2 0.535
H -1.309522 2.314091 2.580348 0.4 0.4 0.1 0.235
H -1.530715 -0.591945 -3.150048 0.3 0.0 0.0 0.206
H -1.744337 -0.071389 2.555570 0.0 0.2 -0.6 0.217
H 2.647504 0.976534 0.436346 -0.1 0.0 0.0 0.521
H 0.521715 2.036367 2.493937 -0.2 0.3 0.3 0.202
H -3.439359 -0.591067 -1.726840 0.5 -0.4 -0.4 0.224
H 0.773687 -0.918889 2.680429 0.3 -0.3 -0.3 0.529
H -0.369284 2.785721 0.580096 0.0 -0.3 -0.8 0.523
H 3.979663 -0.473638 -0.620282 0.1 -0.1 0.1 0.244
H -0.480481 0.325096 3.663019 -0.3 -0.1 -0.1 0.227
H -3.145489 0.961327 -1.165684 0.6 0.1 0.4 0.198

---

# 9
4
Properties=species:S:1:pos:R:3:forces:R:3:nbo_charge:R:1 method="wB97M-V/def2-TZVPD" gap_ev="6.2644 / 8.4618" spin_multiplicity=2 total_charge=+4
Cl -0.195015 0.337710 -0.393199 0.1 0.2 0.3 -0.881
Mg -0.604266 -2.387683 0.332318 -0.7 -0.4 -0.3 1.475
Mg 2.009783 -0.766899 1.053386 0.6 0.4 0.1 1.465
Mg -1.210502 2.816872 -0.992506 0.0 -0.2 -0.1 1.941